Here is the molecule C4H4N2O from the OMol25 dataset. Energies are from ωB97M-V with the def2-TZVPD basis set.

```
11
Properties=species:S:1:pos:R:3
O 2.297 -1.278 0.622
C 1.270 -0.788 0.202
C 1.097 0.661 0.014
C -0.144 1.169 -0.040
N -1.223 0.310 -0.065
C -0.998 -1.035 -0.175
N 0.152 -1.596 -0.111
H 1.975 1.297 0.016
H -0.372 2.230 -0.075
H -2.164 0.667 -0.045
H -1.891 -1.638 -0.343
```

## Properties
HOMO   -9.333 eV
Relative energy (zero: lowest compared OMol25 entry of this formula, charge and spin)   19.8 kJ/mol
2S+1   1
SMILES string   O=c1cc[nH]cn1

natural (NBO) population analysis, charges in e, atoms 1 to 8: -0.56 0.60 -0.34 0.02 -0.57 0.29 -0.49 0.24

---

Here is the molecule C4H4N2O2 from the OMol25 dataset. Energies are from ωB97M-V with the def2-TZVPD basis set.

```
12
Properties=species:S:1:pos:R:3
C 1.221 1.170 0.030
N 2.251 0.128 0.012
C 1.465 -1.063 0.033
N 0.176 -0.637 -0.027
C 0.029 0.590 -0.177
O -1.284 1.135 -0.059
C -2.032 -0.011 0.129
O -1.092 -1.159 -0.036
H 1.630 2.087 0.380
H 1.729 -2.070 0.101
H -2.719 -0.080 0.940
H -2.707 -0.292 -0.653
```

## Properties
HOMO   -8.771 eV
Relative energy (zero: lowest compared OMol25 entry of this formula, charge and spin)   550.4 kJ/mol
2S+1   1
SMILES string   c1ncn2c1OCO2

natural (NBO) population analysis, charges in e, atoms 1 to 8: -0.15 -0.41 0.08 -0.06 0.35 -0.45 0.22 -0.35

---

Here is a structure of composition C4H4N2O2 from the OMol25 dataset. Energies are from ωB97M-V with the def2-TZVPD basis set.

```
12
Properties=species:S:1:pos:R:3
C 1.430 -0.453 -0.348
C 0.820 -1.762 -0.051
C -0.680 -0.134 -0.042
C -1.989 0.541 0.021
H 0.425 2.088 0.871
H 2.447 -0.173 -0.517
H 1.428 -2.671 -0.111
H -2.105 1.670 0.687
N 0.599 0.580 -0.104
N -0.456 -1.473 0.180
O 1.148 1.854 -0.182
O -3.065 -0.068 -0.406
```

## Properties
HOMO   -8.948 eV
Relative energy (zero: lowest compared OMol25 entry of this formula, charge and spin)   681.4 kJ/mol
2S+1   1

natural (NBO) population analysis, charges in e, atoms 1 to 8: -0.05 -0.07 0.11 0.35 0.50 0.21 0.23 0.12

---

Here is a cluster of 2 separate species, C4H4N2O2 in total from the OMol25 dataset. Energies are from ωB97M-V with the def2-TZVPD basis set.

```
12
Properties=species:S:1:pos:R:3
C 2.064 1.646 -0.817
N 1.029 2.188 -0.883
O 0.029 2.811 -1.037
H 2.798 1.021 -1.251
C -0.556 -0.767 2.099
C -0.162 -0.609 0.998
C 0.238 -0.598 -0.390
N -0.695 -0.406 -1.344
O 1.355 -0.895 -0.813
H -0.771 -0.858 3.242
H -1.666 -0.230 -1.263
H -0.365 -0.516 -2.324
```

## Properties
HOMO   -9.574 eV
Relative energy (zero: lowest compared OMol25 entry of this formula, charge and spin)   564.7 kJ/mol
2S+1   1
SMILES string   C#[N+][O-].C#CC(N)=O

natural (NBO) population analysis, charges in e, atoms 1 to 8: -0.05 0.19 -0.41 0.26 -0.13 -0.15 0.60 -0.78

---

Here is a structure of composition C4H4N2O2 from the OMol25 dataset. Energies are from ωB97M-V with the def2-TZVPD basis set.

```
12
Properties=species:S:1:pos:R:3
C 0.649 1.115 0.056
C -0.673 1.168 0.256
C -1.509 0.077 -0.011
C -0.720 -1.037 0.084
H 2.979 -0.953 0.501
H 1.231 2.119 -0.388
H -1.103 2.068 0.083
H -1.312 -2.036 -0.140
N 1.267 -0.087 -0.023
N 0.506 -1.219 0.095
O 2.583 0.037 -0.186
O -2.669 -0.036 -0.173
```

## Properties
HOMO   -8.884 eV
Relative energy (zero: lowest compared OMol25 entry of this formula, charge and spin)   643.8 kJ/mol
2S+1   1

natural (NBO) population analysis, charges in e, atoms 1 to 8: 0.04 -0.37 0.39 -0.01 0.48 0.25 0.22 0.21

---

Here is the molecule C4H4N2O2 from the OMol25 dataset. Energies are from ωB97M-V with the def2-TZVPD basis set.

```
12
Properties=species:S:1:pos:R:3
N -0.535 1.998 0.143
N -0.180 0.705 0.022
C 1.116 0.056 -0.286
O 2.170 0.392 -0.425
C 0.942 -1.407 0.067
C -0.390 -1.605 0.150
C -1.133 -0.379 -0.133
O -2.312 -0.213 -0.496
H 0.194 2.513 -0.489
H -0.382 2.445 0.964
H 1.684 -2.099 0.375
H -1.174 -2.404 0.108
```

## Properties
HOMO   -9.457 eV
Relative energy (zero: lowest compared OMol25 entry of this formula, charge and spin)   355.9 kJ/mol
2S+1   1
SMILES string   NN1C(=O)C=CC1=O

natural (NBO) population analysis, charges in e, atoms 1 to 8: -0.60 -0.36 0.66 -0.50 -0.23 -0.27 0.62 -0.53

---

Here is the molecule C4H4N2O3 from the OMol25 dataset. Energies are from ωB97M-V with the def2-TZVPD basis set.

```
13
Properties=species:S:1:pos:R:3
C 1.704 -1.751 0.087
C 0.528 -0.942 0.386
O 0.534 -0.082 1.224
O -0.452 -1.144 -0.576
N -1.534 -0.230 -0.492
O -2.607 -0.623 -0.950
C -1.197 0.881 0.045
C -1.047 2.141 0.148
N -0.690 3.334 0.220
H 1.683 -2.181 -0.948
H 2.506 -1.033 -0.040
H 1.980 -2.459 0.823
H -1.408 4.090 0.072
```

## Properties
HOMO (spin up / spin down)   -9.123 / -9.123 eV
Relative energy (zero: lowest compared OMol25 entry of this formula, charge and spin)   656.7 kJ/mol
2S+1   1
SMILES string   CC(=O)O[N+]([O-])=C=C=N

natural (NBO) population analysis, charges in e, atoms 1 to 8: -0.73 0.77 -0.52 -0.36 0.39 -0.38 -0.05 0.36

---

Here is the molecule C4H4N2OS from the OMol25 dataset. Energies are from ωB97M-V with the def2-TZVPD basis set.

```
12
Properties=species:S:1:pos:R:3
O -1.585 -2.084 2.105
C -1.567 -1.620 0.844
C -0.539 -0.813 0.384
C 0.664 -0.590 1.072
N 1.352 0.316 0.461
C 0.518 0.712 -0.574
S 1.024 1.996 -1.681
N -0.554 0.013 -0.787
H -2.391 -2.690 2.299
H -2.407 -1.907 0.167
H 1.204 -1.149 1.815
H -0.148 2.042 -2.299
```

## Properties
HOMO   -8.512 eV
Relative energy (zero: lowest compared OMol25 entry of this formula, charge and spin)   149.9 kJ/mol
2S+1   1
SMILES string   O/C=C1\C=NC(S)=N1

natural (NBO) population analysis, charges in e, atoms 1 to 8: -0.65 0.29 -0.08 0.06 -0.46 0.22 0.05 -0.48

---

Here is the molecule C4H4N2OS from the OMol25 dataset. Energies are from ωB97M-V with the def2-TZVPD basis set.

```
12
Properties=species:S:1:pos:R:3
N 0.355 2.363 -0.832
C -0.061 1.093 -0.536
N -1.334 0.854 -0.157
C -1.148 -0.392 0.489
C 0.179 -0.891 0.430
C 0.652 -2.253 0.523
S 2.017 -2.936 -0.282
O 0.906 0.163 -0.212
H -0.649 2.891 -0.600
H 1.266 2.721 -0.756
H -2.065 -0.778 1.017
H -0.119 -2.835 0.917
```

## Properties
HOMO   -8.367 eV
Relative energy (zero: lowest compared OMol25 entry of this formula, charge and spin)   211.5 kJ/mol
2S+1   1
SMILES string   Nc1ncc(C=S)o1

natural (NBO) population analysis, charges in e, atoms 1 to 8: -0.82 0.69 -0.54 0.02 0.09 -0.25 -0.07 -0.42

---

Here is the molecule C4H4N2S from the OMol25 dataset. Energies are from ωB97M-V with the def2-TZVPD basis set.

```
11
Properties=species:S:1:pos:R:3
S 2.768 2.003 0.333
N 1.337 1.395 0.943
C 0.593 0.399 0.467
C 0.603 -0.038 -0.853
C -0.555 -0.778 -0.978
N -1.359 -0.726 0.163
C -0.674 0.123 0.921
H 1.614 -0.035 -1.374
H -1.027 -1.395 -1.781
H -2.298 -1.409 0.285
H -1.002 0.461 1.874
```

## Properties
HOMO   -7.799 eV
Relative energy (zero: lowest compared OMol25 entry of this formula, charge and spin)   337.5 kJ/mol
2S+1   1
SMILES string   S=Nc1cc[nH]c1

natural (NBO) population analysis, charges in e, atoms 1 to 8: 0.14 -0.45 -0.05 -0.28 -0.06 -0.51 0.06 0.26